Computed, not measured: a gas-phase ion, C6H8N (charge +1) in a non-equilibrium geometry, with ωB97M-V with the def2-TZVPD basis set.

Geometry as ORCA input:
```
! RIJCOSX wB97M-V def2-TZVPD def2/J DEFGRID3
* xyz 1 1
N 1.71 1.80 -0.01
C 1.71 -1.53 0.73
C -2.29 -1.12 -0.34
C 1.46 -0.49 0.19
C 1.04 0.69 -0.39
C -0.57 0.73 0.25
C -1.43 -0.20 0.19
H 1.77 2.60 -0.49
H 0.93 0.59 -1.54
H -0.83 1.50 0.94
H 1.84 -2.54 0.90
H -2.95 -0.51 -0.93
H 2.06 1.90 1.00
H -2.97 -1.65 0.31
H -1.49 -1.79 -0.82
*
```

## Properties
lowest unoccupied orbital energy: -5.874 eV
orbital gap: 8.20 eV
energy: -7828.6566 eV

---

Computed, not measured: a molecular structure, CH2BrIO2S in a non-equilibrium geometry, with ωB97M-V with the def2-TZVPD basis set.

Geometry as ORCA input:
```
! RIJCOSX wB97M-V def2-TZVPD def2/J DEFGRID3
* xyz 0 1
I -1.13 0.57 -1.51
Br 1.99 0.51 -0.04
S 0.71 -1.43 0.33
O -0.04 -1.35 -1.00
O 1.65 -2.53 0.35
C -1.09 1.15 0.31
H -1.90 1.46 0.99
H -0.20 1.61 0.57
*
```

## Properties
lowest unoccupied orbital energy (spin up / spin down): -2.246 / -2.594 eV
orbital gap (spin up / spin down): 7.05 / 6.69 eV
energy: -94138.4680 eV

---

Computed, not measured: 6 unconnected molecules or ions with the total composition C5H19NO7 in a non-equilibrium geometry, with ωB97M-V with the def2-TZVPD basis set.

Geometry as ORCA input:
```
! RIJCOSX wB97M-V def2-TZVPD def2/J DEFGRID3
* xyz 0 1
O -2.01 0.50 0.09
O -2.42 1.48 -2.52
O 2.22 1.72 -0.30
O 1.90 -0.27 -2.17
O -2.14 2.27 2.23
O 1.94 -0.44 2.49
O -0.27 2.53 0.07
N -0.24 -0.76 0.63
C 2.49 -1.38 1.96
C 0.32 -2.10 0.85
C 1.86 -2.02 0.73
C -1.31 -0.53 -0.14
C -1.62 -1.31 -1.38
H -2.51 1.31 -1.55
H -2.60 -1.78 -1.19
H -1.61 -0.67 -2.26
H 0.07 -0.16 1.38
H -2.08 1.40 1.79
H -1.63 2.04 -2.58
H 2.19 2.52 -0.84
H -2.61 1.96 3.01
H -1.06 2.10 -0.31
H 1.12 -0.01 -2.67
H -0.60 2.89 0.91
H 2.17 -1.49 -0.19
H 3.53 -1.62 2.19
H 2.24 -3.04 0.64
H -0.03 -2.48 1.82
H -0.05 -2.84 0.12
H 2.16 0.46 -1.57
H 1.39 1.74 0.22
H -0.81 -2.04 -1.46
*
```

## Properties
SMILES: CC(=O)NCCC=O.O.O.O.O.O
lowest unoccupied orbital energy: 0.415 eV
orbital gap: 10.72 eV
energy: -21316.2707 eV